[1]
Here is a structure of composition C37H34AsBrILaN2OP in a non-equilibrium geometry from OMol25. Energies are from ωB97M-V/def2-TZVPD.

Structure (XYZ):
```
79
Properties=species:S:1:pos:R:3:forces:R:3
La -1.166 -0.666 0.599 -0.1 0.1 0.1
I 0.135 -2.619 2.964 -0.1 0.0 -0.3
Br 0.057 3.307 -6.093 -0.2 -0.4 0.9
As -3.233 2.588 0.364 1.4 0.0 -1.2
P 1.785 -0.181 0.785 0.6 -0.4 0.8
O -2.292 1.235 0.889 -0.4 0.3 -0.4
N -2.845 -2.566 -0.057 0.2 -0.2 0.4
N -1.980 -0.646 -1.871 -0.5 0.9 0.2
C -0.124 2.046 -3.435 0.5 1.5 -1.3
C 3.024 3.372 -0.726 -0.3 2.4 0.0
C 2.298 -0.406 3.641 0.8 -0.5 -0.8
C -0.608 1.198 -2.504 0.1 -0.4 2.0
C 1.043 -1.038 3.980 0.6 1.9 1.7
C -4.370 2.006 -1.124 0.0 0.5 1.1
C -3.155 -2.723 -1.359 0.3 -0.2 0.0
C 2.385 2.417 -0.030 -0.6 -1.1 1.6
C 1.830 -4.136 -1.602 0.5 -0.8 0.7
C 2.528 0.262 6.027 -0.4 -0.6 -1.7
C 4.972 0.439 3.253 -0.1 1.0 1.2
C -1.752 1.372 -5.059 -1.2 -0.4 0.8
C 2.713 -3.964 -0.503 -0.5 -1.1 -1.3
C 1.902 -1.774 -0.132 -0.6 1.6 -0.2
C 1.028 -3.077 -1.943 -0.5 0.0 -1.5
C -2.294 0.480 -4.080 0.1 -0.1 -1.0
C 1.247 -0.132 6.244 -0.4 0.8 2.3
C 2.866 -0.283 2.307 -0.1 0.8 -0.5
C 2.728 -2.802 0.238 0.8 -0.6 0.9
C 3.099 0.127 4.720 -1.0 0.3 0.3
C -3.146 -3.553 0.794 -0.7 -0.8 -0.5
C 2.517 1.071 -0.302 0.7 -1.0 -1.3
C -4.092 -4.891 -0.931 0.3 -0.5 1.3
C -0.660 2.169 -4.735 0.0 -0.6 0.2
C -3.804 -3.878 -1.828 0.7 0.8 0.7
C 4.412 0.593 4.500 -0.1 -0.7 -0.6
C -4.127 3.194 1.895 -0.8 1.7 0.9
C -1.656 0.376 -2.833 -0.9 -1.4 -0.5
C -2.678 -1.629 -2.254 -0.3 -1.7 -0.3
C -3.738 -4.755 0.416 -0.5 0.7 -0.2
C 3.284 0.714 -1.451 -1.1 0.7 1.0
C 3.869 1.736 -2.171 0.7 -0.1 -1.2
C 4.175 0.194 2.147 -0.6 -1.1 -0.3
C 1.073 -1.897 -1.267 -0.6 2.5 1.2
C 3.753 3.078 -1.837 0.9 0.1 0.1
C 0.497 -0.755 5.239 0.5 -1.2 -1.1
C -1.965 3.960 -0.213 0.8 -0.3 -0.4
H -1.076 3.548 -0.748 -0.8 -0.3 0.4
H -4.048 -3.992 -2.851 -0.2 0.0 -0.9
H -5.010 2.617 2.187 0.2 0.0 -0.3
H 5.988 0.716 3.124 0.7 0.2 -0.2
H 3.336 -0.308 -1.791 0.3 -0.1 0.1
H 2.888 4.393 -0.342 0.3 -0.3 -0.5
H 3.411 -4.752 -0.279 0.0 -0.2 0.2
H 4.686 0.357 1.186 -0.8 -0.2 0.2
H 4.464 1.468 -3.037 0.0 0.0 0.0
H -4.838 1.131 -0.641 -0.3 0.3 -0.7
H -2.268 1.513 -6.016 0.3 -0.3 0.4
H 1.893 2.783 0.841 -0.7 -0.2 0.8
H -1.545 4.438 0.677 -0.4 0.2 -0.1
H -0.193 1.186 -1.434 -0.3 0.1 -1.7
H -4.030 -5.457 1.217 0.3 0.2 -0.8
H -4.405 4.283 1.780 0.0 -1.2 -0.2
H -2.834 -1.786 -3.313 -0.4 0.0 -0.2
H 3.081 0.682 6.822 0.7 0.3 0.6
H 0.471 -0.956 -1.624 1.3 -1.8 0.4
H 4.307 3.906 -2.278 -0.1 -0.6 -0.5
H -3.011 -3.456 1.848 0.5 0.7 0.6
H -4.561 -5.821 -1.189 -0.2 -0.1 -0.6
H 0.468 -3.091 -2.865 -0.4 -0.3 -0.1
H 0.654 2.695 -3.130 0.9 0.6 0.0
H -0.451 -1.198 5.455 -0.5 -0.1 0.4
H 4.959 1.025 5.335 0.0 -0.2 -0.2
H 1.707 -5.080 -2.188 0.6 0.9 0.7
H -3.176 -0.182 -4.358 1.2 1.2 0.4
H -3.775 1.736 -2.015 -0.3 0.3 0.6
H 3.392 -2.757 1.128 -0.5 0.2 -0.8
H -3.423 3.218 2.734 0.1 -0.3 -0.2
H -5.088 2.852 -1.296 0.5 -1.0 -0.1
H 0.880 0.038 7.322 0.1 -0.5 -2.0
H -2.386 4.686 -0.926 -0.2 -0.2 0.6
```
Forces are in eV/Å.

As for the energy relative to the best compared isomer or geometry (same formula, charge and spin): 36.0 kJ/mol. The lowest unoccupied orbital energy comes out at -8.92 eV. As for the charge: +3.

[2]
Here is a cluster of 2 separate species, H3S3 in total in a non-equilibrium geometry from OMol25. Energies are from ωB97M-V/def2-TZVPD.

Structure (XYZ):
```
6
Properties=species:S:1:pos:R:3:forces:R:3
S 2.865 -1.059 -0.164 -1.7 0.8 -0.9
S -2.051 1.086 0.823 0.4 -0.5 -0.4
S -0.907 0.052 -0.641 0.1 0.3 0.2
H 1.472 -0.742 -0.081 0.9 -0.3 0.3
H 2.739 -0.508 -1.412 0.5 -0.3 0.6
H -2.721 -0.007 1.216 -0.2 0.2 0.2
```
Forces are in eV/Å.

As for the energy relative to the best compared isomer or geometry (same formula, charge and spin): 23.8 kJ/mol. The lowest unoccupied orbital energy comes out at 3.47 eV. As for the charge: -1.

[3]
Here is a structure of composition C17H16Cl2CuNO10S from OMol25. Energies are from ωB97M-V/def2-TZVPD.

Structure (XYZ):
```
48
Properties=species:S:1:pos:R:3:forces:R:3
Cu 0.230 0.350 1.378 0.6 0.0 0.0
Cl -1.871 5.405 0.026 0.0 0.0 0.0
Cl 0.145 3.518 1.063 0.1 0.1 0.1
S 0.044 0.631 -1.631 -0.3 -0.2 0.2
O -4.453 -5.734 0.181 0.0 0.0 0.1
O 0.060 -1.532 0.766 -0.2 0.0 -0.1
O -5.656 -4.013 0.656 0.0 0.0 0.1
O 0.862 0.857 3.185 0.0 0.2 -0.1
O 2.825 2.044 5.181 0.0 0.0 0.0
O -1.276 0.084 -2.098 0.3 0.1 0.0
O 2.004 0.762 0.737 0.0 -0.2 0.2
O -1.707 0.664 1.321 -0.1 -0.1 0.2
O 4.872 1.676 0.882 0.0 0.0 0.0
O 5.407 2.223 3.752 0.0 0.0 0.0
N -4.581 -4.556 0.471 0.2 0.2 -0.3
C -0.983 -3.591 0.421 0.0 0.0 0.0
C -2.551 -0.226 1.152 0.2 0.1 -0.1
C 4.350 1.916 3.269 -0.1 0.1 0.0
C 1.319 -0.606 -1.983 0.0 0.0 -0.1
C 1.732 2.706 -2.310 0.0 0.0 0.0
C 1.050 -1.354 -3.280 0.0 0.0 0.0
C 0.568 1.871 -2.828 0.0 0.1 -0.1
C 4.080 1.588 1.800 0.0 0.0 0.1
C -3.373 -3.744 0.554 -0.1 -0.2 0.0
C -3.478 -2.410 0.816 0.0 0.1 0.0
C 3.021 1.772 4.018 0.0 -0.1 -0.1
C 2.088 1.231 3.021 -0.2 0.0 0.3
C -1.405 3.705 0.253 -0.1 -0.1 0.0
C -1.025 -2.187 0.712 0.1 0.0 -0.1
C 2.692 1.160 1.771 -0.1 0.0 -0.4
C -2.113 -4.343 0.349 0.0 0.0 0.0
C -2.327 -1.613 0.906 -0.2 0.0 0.0
H 2.268 -0.070 -1.965 0.0 0.0 0.0
H -0.005 -4.027 0.265 0.0 0.0 0.0
H -0.331 2.470 -2.989 0.0 0.0 0.0
H -2.158 3.216 0.857 0.0 0.0 0.0
H -3.605 0.082 1.185 0.0 0.0 0.0
H 1.464 3.236 -1.397 0.0 0.0 0.0
H -0.020 -1.526 -3.403 0.0 0.0 0.0
H 1.551 -2.322 -3.257 0.0 0.0 0.0
H 1.306 -1.262 -1.115 0.0 0.0 0.0
H -4.457 -1.971 0.952 0.0 0.0 0.0
H 1.414 -0.814 -4.155 0.0 0.0 0.0
H 2.027 3.441 -3.061 0.0 0.0 0.0
H 0.797 1.355 -3.763 0.0 0.1 0.0
H -1.337 3.244 -0.726 0.0 0.0 0.0
H -2.069 -5.401 0.133 0.0 0.0 0.0
H 2.605 2.098 -2.072 0.0 0.0 0.0
```
Forces are in eV/Å.

Its spin multiplicity is 2. The lowest unoccupied orbital energy (spin up / spin down) comes out at 1.55 / 1.43 eV. Its expectation value of S² is 0.753. As for the charge: -1.

[4]
Here is a cluster of 5 separate species, C12H36ClO20P4 in total in a non-equilibrium geometry from OMol25. Energies are from ωB97M-V/def2-TZVPD.

Structure (XYZ):
```
73
Properties=species:S:1:pos:R:3:forces:R:3
Cl -0.738 -2.175 -1.744 -0.2 0.5 0.1
P 0.412 2.159 -2.891 0.1 -0.8 -0.2
P -2.612 2.080 1.522 -0.5 -0.3 -0.1
P 0.548 -0.666 3.041 0.3 0.2 -0.1
P 3.338 -0.382 -0.879 -0.3 0.1 0.5
O 4.831 -0.577 -0.300 0.4 0.2 -0.2
O -1.312 1.908 0.949 1.0 0.4 -0.1
O 0.746 0.220 1.922 0.0 0.0 0.2
O -0.373 -0.008 4.168 0.0 0.3 0.0
O 2.790 -1.868 -0.902 0.2 0.1 -0.2
O 0.695 1.847 -1.519 0.3 0.0 0.6
O -0.707 -3.289 -0.812 -0.1 0.0 0.1
O 3.462 -0.065 -2.425 0.3 -0.2 -0.1
O -1.046 2.750 -3.134 0.2 0.4 -0.5
O 2.672 0.617 -0.079 0.3 0.1 0.1
O 0.024 -2.529 -2.915 0.2 0.0 -0.2
O -0.140 -2.071 2.761 0.1 -0.4 0.4
O -0.200 -0.992 -1.113 -0.1 -0.5 -0.1
O -2.115 -1.904 -2.139 0.0 -0.2 0.1
O 1.890 -1.109 3.797 -0.3 -0.3 -0.2
O 0.479 0.874 -3.857 0.1 0.3 0.2
O 1.397 3.198 -3.584 -0.7 0.6 0.0
O -2.760 1.410 2.971 -0.5 -0.2 -0.2
O -3.782 1.509 0.603 -0.6 0.3 0.4
O -3.098 3.575 1.729 0.4 0.2 -0.2
C -0.794 -0.675 5.319 -0.4 -0.8 0.8
C -3.993 0.903 3.453 -0.3 0.4 0.6
C -1.423 -2.075 2.163 -1.0 0.0 -0.4
C -0.031 0.910 -5.172 0.1 -0.4 -0.7
C -4.382 3.939 2.156 -0.5 1.1 -0.1
C -3.923 0.120 0.346 0.2 -0.8 -0.1
C 2.160 -2.425 4.265 -0.4 -0.3 0.1
C 5.754 -1.457 -0.889 0.2 -0.7 -0.2
C 2.580 -2.543 0.334 -0.6 -0.4 0.1
C 3.408 -1.043 -3.465 0.0 0.0 -0.3
C -2.091 1.837 -2.757 -0.3 -0.2 0.5
C 2.449 2.847 -4.442 0.6 -0.5 -0.7
H -3.885 -0.156 3.689 -0.1 -0.1 -0.3
H -4.274 1.410 4.385 0.3 0.0 0.0
H -2.911 2.403 -2.316 0.1 0.2 -0.2
H -4.417 5.032 2.232 0.4 -0.1 0.1
H 1.508 -2.613 0.523 0.0 0.2 -0.1
H -4.834 1.095 2.785 0.2 -0.3 -0.3
H -0.764 0.108 -5.267 -0.2 0.2 0.0
H 1.889 -2.489 5.322 0.5 0.0 0.1
H 3.050 -2.035 1.177 0.1 0.0 -0.1
H 5.266 -2.244 -1.475 -0.1 0.1 0.0
H 2.712 1.787 -4.412 -0.2 0.0 0.3
H -4.623 3.555 3.147 -0.1 -0.3 -0.1
H -4.892 -0.201 0.732 0.0 0.0 -0.2
H -0.273 -1.620 5.513 0.2 0.2 -0.1
H 1.561 -3.194 3.775 0.0 0.2 -0.3
H 6.317 -1.970 -0.106 0.0 0.2 0.1
H 3.434 -2.064 -3.090 -0.2 0.1 0.1
H 2.192 3.064 -5.485 -0.1 0.2 0.1
H -5.141 3.740 1.393 0.0 -0.6 0.2
H 3.204 -2.650 4.067 0.1 0.1 0.3
H 3.349 3.400 -4.176 -0.1 0.2 0.1
H 2.952 -3.562 0.209 0.2 0.1 0.1
H -3.152 -0.502 0.804 0.1 0.3 0.2
H -1.763 1.130 -1.989 0.2 0.0 -0.1
H -1.854 -0.961 5.280 0.0 0.2 -0.3
H -0.688 -0.044 6.203 0.2 0.2 -0.2
H -1.752 -3.101 2.019 0.3 -0.1 -0.1
H -1.418 -1.573 1.199 0.3 0.0 -0.1
H -2.191 -1.598 2.792 0.4 0.1 0.2
H -3.823 -0.105 -0.716 -0.2 0.3 -0.1
H -0.445 1.873 -5.476 -0.2 0.0 0.3
H -2.434 1.296 -3.639 0.0 0.0 0.0
H 4.272 -0.916 -4.123 0.0 0.2 0.1
H 2.485 -0.876 -4.018 0.0 -0.1 0.0
H 0.758 0.683 -5.901 0.1 0.0 0.2
H 6.471 -0.954 -1.543 -0.1 0.2 0.0
```
Forces are in eV/Å.

As for the energy relative to the best compared isomer or geometry (same formula, charge and spin): 143.6 kJ/mol. The lowest unoccupied orbital energy comes out at 2.40 eV. As for the charge: -1.

[5]
Here is a structure of composition C8H12As4F25MnO6 in a non-equilibrium geometry from OMol25. Energies are from ωB97M-V/def2-TZVPD.

Structure (XYZ):
```
56
Properties=species:S:1:pos:R:3:forces:R:3
As -0.364 1.931 4.615 -2.3 -1.2 -0.7
As -1.052 -2.880 3.570 -0.5 -0.4 -0.1
As 1.485 -2.064 -0.468 -0.7 -1.9 0.2
As -3.255 -2.661 -0.478 1.9 2.5 -0.4
Mn -0.991 0.143 1.205 -3.2 1.4 1.5
F -1.251 -1.611 4.822 -0.2 -1.9 -1.2
F 2.417 -3.387 -1.205 0.0 1.1 0.4
F -4.195 -1.170 -1.133 0.9 -2.2 1.3
F 0.515 -0.657 0.206 2.4 -1.9 -1.1
F -2.720 0.900 2.054 1.0 -0.3 -0.9
F -2.034 1.353 4.739 1.5 0.8 0.1
F -4.349 -3.652 -1.453 0.5 0.2 0.7
F 0.256 -3.366 0.048 2.5 2.9 -0.8
F -2.083 -2.355 -1.828 -1.7 -0.1 0.6
F 0.066 0.512 5.713 0.2 2.4 -1.4
F -0.698 3.020 6.043 0.9 -0.9 -1.1
F -0.727 -4.069 2.305 -0.4 0.7 1.2
F 2.384 -2.278 1.079 -0.9 0.8 -1.9
F 0.622 -1.844 -1.973 0.7 0.2 0.8
F -0.866 3.269 3.513 0.7 -1.0 1.3
F -0.224 0.877 3.087 0.9 1.2 2.5
F -4.202 -2.875 1.030 0.5 0.0 -2.4
F -1.475 -4.286 4.691 0.4 1.6 -0.7
F -2.779 -2.798 3.055 2.3 0.0 1.2
F 2.768 -0.784 -1.127 -1.6 -1.6 1.3
F 0.670 -2.981 4.042 -1.2 -0.1 -0.1
F 1.319 2.491 4.451 -1.2 -0.6 0.5
F -0.606 -1.594 2.392 0.0 -1.0 1.1
F -2.123 -3.989 -0.184 -2.0 0.4 0.4
F -2.204 -1.501 0.504 -1.4 -1.6 -1.1
O -0.789 2.049 -2.632 -0.1 -0.2 0.1
O 2.012 2.318 -0.954 -2.0 0.3 1.9
O 0.559 1.896 0.878 6.1 0.9 -3.2
O -1.536 0.688 -0.882 0.7 1.2 -4.4
O -1.994 0.289 -3.083 -1.3 -1.2 2.0
O 2.884 1.573 1.070 -2.6 1.3 -2.6
C -1.531 0.653 -4.334 0.8 -1.2 -0.7
C 3.907 2.134 0.282 2.7 2.0 0.6
C 5.112 1.250 0.356 -0.1 -1.4 0.6
C -0.856 1.993 -4.079 0.3 -1.9 -0.3
C -1.409 0.936 -2.094 -0.8 0.7 2.5
C -2.619 0.637 -5.345 -1.4 0.9 -0.4
C 1.725 1.963 0.365 -4.3 -1.5 2.2
C 3.372 2.473 -1.159 1.6 -2.3 1.7
H -1.499 2.684 -4.623 0.5 1.0 0.9
H -3.363 -0.150 -5.220 0.4 -0.4 0.2
H 6.072 1.648 0.027 -0.4 0.0 -1.1
H -2.289 0.659 -6.384 0.4 -0.1 0.1
H 0.150 1.821 -4.463 0.1 1.2 0.0
H -3.197 1.553 -5.230 -0.2 0.2 -0.1
H 5.406 1.000 1.375 -0.7 0.2 0.5
H 4.235 3.031 0.807 -0.4 0.7 -0.1
H 3.700 3.403 -1.623 -0.4 0.3 0.5
H -0.843 -0.154 -4.584 0.5 0.2 -0.2
H 4.722 0.309 -0.031 0.9 -0.4 -0.7
H 3.765 1.648 -1.754 -0.4 -0.1 -0.6
```
Forces are in eV/Å.

As for the energy relative to the best compared isomer or geometry (same formula, charge and spin): 0.0 kJ/mol. Its spin multiplicity is 7. The lowest unoccupied orbital energy (spin up / spin down) comes out at 7.37 / 7.37 eV. Its expectation value of S² is 12.004. As for the charge: -4.

[6]
Here is the molecule C7H9NO2 in a non-equilibrium geometry from OMol25. Energies are from ωB97M-V/def2-TZVPD.

Structure (XYZ):
```
19
Properties=species:S:1:pos:R:3:forces:R:3
O -2.560 -0.802 -0.360 -1.5 -0.3 -2.5
O -2.262 -1.783 0.627 0.5 -0.4 0.8
N -1.397 -0.613 3.766 -0.1 0.0 0.0
C 0.380 0.337 -0.950 0.6 1.3 0.9
C -0.888 1.093 -0.522 0.7 -4.1 1.3
C -1.835 0.172 0.300 1.2 2.8 -1.5
C 0.149 -1.384 0.980 2.2 1.6 2.1
C -1.267 -0.857 1.146 0.9 -2.1 3.6
C -1.398 -0.718 2.622 -0.5 0.4 -0.2
C 1.077 -0.366 0.303 0.1 0.9 -2.3
H 0.045 -2.229 0.411 0.0 -2.2 -1.5
H 1.349 0.481 0.978 0.0 -0.9 -0.3
H 1.996 -0.795 -0.210 -0.9 0.1 1.4
H 0.628 -1.697 2.007 -1.1 0.5 -2.0
H 1.111 1.116 -1.319 -0.7 -1.0 0.1
H 0.122 -0.329 -1.773 0.3 -0.3 0.1
H -1.417 1.471 -1.312 -1.3 1.2 -2.0
H -2.448 0.873 0.803 -1.2 0.4 0.9
H -0.684 1.806 0.204 0.7 1.9 1.0
```
Forces are in eV/Å.

As for the energy relative to the best compared isomer or geometry (same formula, charge and spin): 509.2 kJ/mol. Its SMILES is N#C[C@]12CCCC[C@H]1OO2. The lowest unoccupied orbital energy comes out at 0.73 eV.